100
Properties=species:S:1:pos:R:3:mulliken_charge:R:1 method="wB97M-V/def2-TZVPD" spin_multiplicity=1 orbital_gap_ev=5.8 total_energy_ev=-145136.882 largest_force_ha_per_bohr=0.0902
O 3.19 2.80 4.38 -0.635
P 1.96 2.42 3.63 0.893
O 0.63 3.04 4.46 -0.528
O 2.01 3.11 2.11 -0.451
P 1.89 0.23 3.43 -0.250
C 0.12 -0.10 2.90 0.044
C -0.92 0.32 3.86 -0.695
C -2.38 0.16 3.57 0.650
N -3.42 0.57 4.40 -0.703
S -4.73 0.08 3.47 0.255
N -4.11 -0.57 2.07 -0.393
C -2.72 -0.49 2.23 0.222
C -1.67 -0.92 1.25 -0.786
C -0.25 -0.73 1.56 0.538
C 0.85 -1.14 0.53 -0.391
C 0.75 -2.63 0.01 -0.888
C 0.91 -2.74 -1.57 0.096
C 2.17 -1.97 -2.15 -0.575
N 1.86 -1.03 -3.25 0.265
C 1.07 -1.19 -4.41 -0.359
C 1.08 0.01 -5.25 -0.688
C 1.95 1.01 -4.50 -0.394
C 2.39 0.28 -3.32 -0.030
H -0.14 3.14 3.87 0.321
H 1.24 3.71 2.01 0.286
H 2.12 -0.31 4.75 0.100
H -0.61 0.81 4.82 0.524
H -1.97 -1.36 0.26 0.473
H 0.72 -0.47 -0.37 0.258
H 1.85 -0.89 0.99 0.276
H -0.23 -3.14 0.25 0.405
H 1.57 -3.27 0.46 0.303
H 1.05 -3.84 -1.79 -0.252
H -0.03 -2.42 -2.08 0.391
H 2.79 -1.44 -1.38 0.305
H 2.85 -2.76 -2.61 0.250
H 0.50 -2.11 -4.73 0.337
H 0.56 0.19 -6.22 0.359
H 2.18 2.06 -4.81 0.366
H 3.07 0.75 -2.56 0.053
C 6.19 2.88 -1.55 -0.989
S 4.52 3.03 -2.22 0.714
O 4.52 2.37 -3.56 -0.656
C 4.60 4.80 -2.49 -0.862
H 6.38 1.82 -1.34 0.322
H 6.92 3.24 -2.28 0.321
H 6.27 3.45 -0.63 0.336
H 5.43 5.04 -3.16 0.286
H 4.73 5.31 -1.54 0.246
H 3.67 5.12 -2.95 0.359
C -6.88 -3.33 2.94 -0.833
S -6.86 -2.59 1.29 0.572
O -6.97 -1.11 1.46 -0.561
C -8.48 -3.20 0.80 -1.030
H -5.96 -3.04 3.45 0.117
H -7.74 -2.96 3.50 0.317
H -6.92 -4.41 2.85 0.412
H -9.24 -2.84 1.50 0.311
H -8.47 -4.29 0.78 0.389
H -8.70 -2.83 -0.20 0.333
C 1.82 -6.05 -6.48 -0.935
S 0.68 -6.05 -5.09 0.427
O 0.06 -4.70 -4.99 -0.546
C 1.96 -6.12 -3.82 -0.849
H 1.24 -5.97 -7.40 0.323
H 2.50 -5.20 -6.40 0.305
H 2.38 -6.98 -6.49 0.364
H 2.62 -5.27 -3.91 0.217
H 2.52 -7.05 -3.92 0.418
H 1.47 -6.10 -2.84 0.258
C -6.36 1.53 -0.49 -0.860
S -7.74 1.39 -1.64 0.534
O -7.20 0.83 -2.91 -0.629
C -7.96 3.17 -1.88 -0.939
H -6.03 0.53 -0.22 0.145
H -5.54 2.08 -0.95 0.439
H -6.69 2.05 0.41 0.344
H -7.04 3.61 -2.26 0.286
H -8.24 3.63 -0.94 0.330
H -8.76 3.32 -2.61 0.327
C 7.89 7.26 0.62 -0.958
S 6.22 7.42 -0.05 0.531
O 6.21 6.76 -1.38 -0.581
C 6.30 9.20 -0.33 -1.001
H 8.08 6.21 0.83 0.304
H 8.62 7.62 -0.11 0.318
H 7.97 7.84 1.54 0.366
H 7.13 9.43 -1.00 0.316
H 6.43 9.71 0.63 0.375
H 5.36 9.52 -0.78 0.320
C -2.33 -3.71 4.94 -0.908
S -0.75 -3.07 5.54 0.673
O 0.29 -3.43 4.54 -0.627
C -0.60 -4.22 6.92 -1.076
H -2.60 -3.15 4.04 0.095
H -2.23 -4.77 4.70 0.458
H -3.09 -3.56 5.70 0.377
H -0.61 -5.24 6.55 0.310
H -1.42 -4.06 7.62 0.357
H 0.34 -4.03 7.43 0.342



86
Properties=species:S:1:pos:R:3:mulliken_charge:R:1 method="wB97M-V/def2-TZVPD" de_lowest_kcal_mol=0.0 spin_multiplicity=1 orbital_gap_ev=5.4 charge=-1 total_energy_ev=-221860.047 largest_force_ha_per_bohr=0.0118
Pd -0.10 1.29 -0.21 -0.563
C 1.83 -1.37 3.67 -1.388
As 0.93 -0.52 2.10 0.791
C 2.59 -0.59 1.05 -1.116
C 0.09 -2.14 1.33 -0.942
C -1.38 -2.43 1.71 3.271
C -1.75 -3.83 1.19 -2.106
C -2.36 -1.46 1.01 -2.408
As -2.09 0.50 0.88 0.882
C -3.88 0.80 0.11 -1.330
C -2.55 1.01 2.73 -1.340
C -1.61 -2.35 3.23 -1.889
As -0.98 -3.67 4.58 0.369
C -2.34 -5.07 4.30 -1.185
C 0.52 -4.68 3.81 -0.897
H 2.46 -2.22 3.40 0.259
H 1.12 -1.67 4.44 0.289
H 2.47 -0.60 4.11 0.528
H 2.91 -1.62 0.88 0.449
H 3.36 -0.06 1.61 0.493
H 2.45 -0.07 0.10 -0.061
H 0.71 -3.01 1.56 0.603
H 0.13 -1.98 0.25 -0.416
H -1.60 -3.87 0.11 0.395
H -2.81 -4.04 1.39 0.430
H -1.15 -4.61 1.64 0.305
H -3.36 -1.63 1.43 0.514
H -2.42 -1.75 -0.05 0.451
H -4.67 0.30 0.67 0.418
H -3.88 0.44 -0.92 0.324
H -4.07 1.87 0.09 0.361
H -3.33 0.37 3.16 0.345
H -2.89 2.04 2.72 0.481
H -1.64 0.95 3.33 0.316
H -2.69 -2.35 3.42 0.590
H -1.25 -1.38 3.59 0.348
H -3.32 -4.66 4.55 0.326
H -2.14 -5.89 4.99 0.404
H -2.36 -5.44 3.28 0.350
H 1.36 -4.02 3.62 0.082
H 0.27 -5.22 2.90 0.308
H 0.83 -5.40 4.57 0.416
C -1.68 3.77 -2.90 -1.101
N -1.03 3.82 -1.62 0.794
C -1.82 4.48 -0.62 -1.056
C 0.33 4.33 -1.70 -0.946
C 1.14 4.18 -0.43 2.134
C 1.90 5.28 -0.03 -0.637
C 2.73 5.22 1.07 -0.628
C 2.77 4.04 1.79 -0.964
C 2.00 2.95 1.40 0.164
C 1.15 2.95 0.27 -0.485
H -1.86 4.77 -3.35 0.351
H -2.64 3.27 -2.81 0.292
H -1.06 3.20 -3.61 0.162
H -2.01 5.55 -0.84 0.294
H -1.31 4.40 0.34 0.292
H -2.79 3.98 -0.53 0.198
H 0.32 5.40 -2.01 0.144
H 0.83 3.78 -2.51 -0.051
H 1.83 6.21 -0.60 0.294
H 3.31 6.08 1.37 0.330
H 3.41 3.95 2.67 0.394
H 2.05 2.06 2.01 0.229
C -1.38 -1.11 -4.28 -1.106
C -0.18 -0.17 -4.33 -0.781
Sb 0.74 0.09 -2.38 0.097
C 2.45 1.23 -3.10 -0.352
C 3.27 0.81 -4.31 -1.249
C 1.54 -1.95 -2.27 -0.342
C 2.68 -2.37 -3.19 -1.391
H -1.87 -1.20 -5.26 0.376
H -2.12 -0.76 -3.56 0.209
H -1.08 -2.12 -3.98 0.280
H -0.49 0.83 -4.65 0.405
H 0.57 -0.52 -5.05 0.351
H 3.07 1.40 -2.22 0.464
H 1.98 2.20 -3.29 -0.003
H 3.88 -0.07 -4.11 0.257
H 3.95 1.61 -4.62 0.415
H 2.64 0.57 -5.17 0.232
H 0.66 -2.58 -2.44 0.373
H 1.82 -2.11 -1.23 0.121
H 2.46 -2.14 -4.24 0.303
H 2.87 -3.45 -3.12 0.389
H 3.60 -1.86 -2.93 0.295



88
Properties=species:S:1:pos:R:3:mulliken_charge:R:1 method="wB97M-V/def2-TZVPD" de_lowest_kcal_mol=39.2 spin_multiplicity=1 orbital_gap_ev=6.7 charge=+3 total_energy_ev=-148991.809 largest_force_ha_per_bohr=0.0203
Ba -0.04 1.13 1.38 1.863
N 4.12 -6.35 0.69 -0.172
C 3.31 -5.07 0.87 0.082
C 2.08 -5.12 -0.03 -1.209
C 1.18 -3.89 0.17 -0.253
N 1.68 -2.64 -0.42 -0.199
C 0.86 -3.71 1.66 -0.929
C 2.07 -3.68 2.59 -0.246
N 2.79 -2.40 2.53 -0.368
C 2.95 -4.93 2.35 -1.326
H 4.41 -6.47 -0.29 0.384
H 3.56 -7.17 0.94 0.398
H 4.96 -6.36 1.27 0.382
H 3.99 -4.28 0.56 0.173
H 1.50 -6.02 0.23 0.482
H 2.37 -5.21 -1.08 0.400
H 0.25 -4.10 -0.34 0.328
H 1.70 -2.72 -1.43 0.268
H 2.63 -2.41 -0.14 0.216
H 0.22 -4.55 1.97 0.555
H 0.26 -2.81 1.76 0.197
H 1.70 -3.76 3.61 0.552
H 3.41 -2.34 1.73 0.196
H 3.40 -2.31 3.34 0.347
H 2.38 -5.82 2.66 0.463
H 3.84 -4.88 2.97 0.407
C -1.56 5.50 -0.84 -1.413
C -0.82 4.29 -0.25 0.106
Ge -1.81 2.63 -0.72 -1.665
C -3.19 2.14 0.63 0.272
C -4.24 3.25 0.75 -1.476
C -2.46 2.80 -2.53 0.032
C -1.78 1.89 -3.29 -1.071
Ge -0.69 0.89 -2.01 0.095
C 1.28 1.04 -1.95 0.406
C 2.03 0.58 -3.21 -1.444
C -1.30 -0.92 -1.55 0.841
C -1.07 -1.97 -2.64 -1.353
C -1.88 1.66 -4.74 0.887
C -2.79 2.37 -5.53 -0.565
C -2.87 2.13 -6.89 -0.800
C -2.04 1.18 -7.48 -0.504
C -1.13 0.47 -6.71 -1.151
C -1.06 0.71 -5.34 0.197
H -1.01 6.42 -0.60 0.404
H -2.57 5.60 -0.44 0.321
H -1.63 5.43 -1.92 0.398
H -0.70 4.41 0.83 0.029
H 0.18 4.23 -0.68 0.431
H -2.78 1.94 1.63 0.268
H -3.64 1.21 0.29 0.430
H -3.82 4.16 1.19 0.340
H -5.07 2.94 1.39 0.399
H -4.65 3.51 -0.22 0.377
H -3.18 3.50 -2.94 0.589
H 1.63 0.43 -1.10 -0.017
H 1.52 2.08 -1.74 0.357
H 1.81 -0.46 -3.46 0.288
H 3.11 0.68 -3.09 0.403
H 1.74 1.18 -4.07 0.380
H -2.36 -0.84 -1.32 0.518
H -0.79 -1.25 -0.63 -0.644
H -1.57 -1.69 -3.57 0.446
H -1.46 -2.94 -2.34 0.380
H -0.01 -2.09 -2.87 0.223
H -3.44 3.10 -5.08 0.360
H -3.57 2.68 -7.49 0.424
H -2.10 1.01 -8.55 0.415
H -0.49 -0.26 -7.17 0.407
H -0.34 0.15 -4.76 0.528
N -0.92 3.32 2.98 -0.362
C -0.96 2.94 4.42 -0.743
C 0.46 2.70 4.92 -0.168
C 0.58 1.51 5.87 -0.979
C 0.21 0.19 5.21 -0.737
N 0.93 0.00 3.92 -0.245
H -0.35 4.15 2.88 0.257
H -1.85 3.62 2.68 0.086
H -1.57 2.04 4.50 0.333
H -1.45 3.70 5.02 0.443
H 0.86 3.60 5.38 0.471
H 1.11 2.51 4.05 0.055
H -0.05 1.65 6.74 0.344
H 1.60 1.46 6.25 0.378
H -0.86 0.14 5.01 0.350
H 0.43 -0.62 5.90 0.464
H 0.90 -0.99 3.68 -0.009
H 1.92 0.18 4.07 0.224



97
Properties=species:S:1:pos:R:3:mulliken_charge:R:1 method="wB97M-V/def2-TZVPD" spin_multiplicity=1 orbital_gap_ev=7.1 charge=+1 total_energy_ev=-82558.419 largest_force_ha_per_bohr=0.0567
C 6.80 27.72 -6.14 -1.718
C 5.73 28.39 -5.27 0.657
C 4.65 29.16 -6.00 -0.876
N 3.39 29.51 -5.22 0.734
C 2.89 28.33 -4.44 -1.210
C 3.65 30.69 -4.34 -0.018
C 2.49 31.71 -4.55 -0.880
C 1.48 30.99 -5.39 -0.566
C 2.30 30.03 -6.24 -0.585
H 7.66 27.34 -5.60 0.382
H 7.32 28.45 -6.77 0.361
H 6.41 26.97 -6.83 0.435
H 6.14 29.01 -4.47 -0.370
H 5.28 27.50 -4.83 0.405
H 4.35 28.49 -6.81 0.251
H 5.06 30.07 -6.44 0.533
H 1.90 28.56 -4.06 0.363
H 3.56 28.07 -3.62 0.413
H 2.69 27.52 -5.14 0.297
H 3.88 30.34 -3.34 0.161
H 4.49 31.30 -4.67 0.085
H 2.05 32.25 -3.71 0.345
H 2.93 32.58 -5.06 0.396
H 0.73 30.64 -4.68 0.308
H 0.99 31.56 -6.18 0.387
H 1.73 29.28 -6.77 0.338
H 2.95 30.64 -6.87 0.416
C 0.60 26.66 4.75 -1.373
C 1.11 26.66 3.24 0.706
C 1.65 25.33 2.76 -0.890
N 1.72 25.21 1.22 0.666
C 0.38 24.79 0.70 -0.948
C 2.84 24.25 0.97 -0.872
C 3.33 24.44 -0.44 -0.860
C 2.74 25.79 -0.93 -0.481
C 2.04 26.41 0.32 -0.458
H 0.07 27.60 4.92 0.290
H 1.43 26.82 5.44 0.374
H -0.06 25.80 4.83 0.417
H 1.79 27.51 3.14 0.108
H 0.28 27.07 2.66 -0.241
H 0.86 24.64 3.08 0.329
H 2.52 24.96 3.28 0.347
H -0.31 25.63 0.77 0.304
H -0.06 23.93 1.19 0.374
H 0.42 24.62 -0.38 0.421
H 2.58 23.25 1.34 0.549
H 3.73 24.48 1.57 0.382
H 2.84 23.71 -1.09 0.256
H 4.40 24.49 -0.61 0.478
H 1.95 25.70 -1.67 0.459
H 3.46 26.55 -1.21 0.224
H 1.19 27.04 0.04 0.191
H 2.75 26.98 0.91 0.195
C -1.13 29.05 1.85 -1.263
C -0.60 29.83 3.08 0.497
C -0.23 31.24 2.62 -1.361
N 0.54 32.12 3.65 0.386
C -0.35 32.09 4.88 -1.160
C 0.69 33.52 3.10 -0.435
C 2.18 33.88 3.29 -0.709
C 2.79 32.78 4.21 -0.799
C 1.91 31.53 4.02 -0.180
H -0.25 28.70 1.32 0.085
H -1.73 29.56 1.10 0.482
H -1.68 28.19 2.23 0.340
H 0.27 29.37 3.55 -0.222
H -1.27 29.84 3.94 0.693
H -1.23 31.68 2.55 0.466
H 0.29 31.30 1.67 0.406
H -0.13 31.21 5.46 0.390
H -1.39 32.27 4.64 0.328
H -0.07 32.93 5.53 0.483
H 0.02 34.21 3.61 0.366
H 0.47 33.48 2.04 0.305
H 2.28 34.80 3.87 0.306
H 2.78 34.11 2.42 0.404
H 2.73 33.12 5.25 0.376
H 3.83 32.55 3.96 0.435
H 1.72 30.79 4.79 0.480
H 2.32 31.19 3.07 -0.130
C 7.46 30.25 -2.68 0.541
F 8.15 30.84 -1.68 -0.283
F 7.42 28.91 -2.52 -0.230
F 6.21 30.70 -2.62 -0.156
S 8.28 30.62 -4.38 1.024
O 8.27 32.05 -4.61 -0.690
O 9.57 30.07 -4.20 -0.683
O 7.33 29.95 -5.26 -0.546
C 4.68 30.32 0.97 0.674
F 5.27 29.15 1.26 -0.238
F 4.76 31.15 2.01 -0.183
F 5.41 30.83 -0.04 -0.243
S 2.94 30.04 0.21 0.773
O 3.31 29.27 -0.96 -0.332
O 2.17 29.22 1.16 -0.743
O 2.39 31.38 -0.03 -0.648



89
Properties=species:S:1:pos:R:3:mulliken_charge:R:1 method="wB97M-V/def2-TZVPD" spin_multiplicity=1 orbital_gap_ev=6.9 charge=+1 total_energy_ev=-62396.825 largest_force_ha_per_bohr=0.0656
C 10.20 -3.39 0.81 -1.288
C 10.08 -1.96 0.26 -0.391
C 8.71 -1.73 -0.39 -0.726
C 8.44 -0.23 -0.70 -0.802
C 7.58 0.47 0.38 -0.889
C 6.20 0.93 -0.15 -0.222
C 5.38 1.54 1.01 -1.035
C 3.87 1.55 0.60 -0.597
C 3.63 2.54 -0.57 -0.832
C 3.13 1.92 -1.88 -0.949
C 2.06 0.83 -1.73 -1.132
C 0.74 1.33 -1.08 0.091
C -0.35 1.48 -2.17 -1.244
C -1.76 1.69 -1.52 -0.403
C -2.27 0.32 -1.02 -1.442
C -3.79 0.24 -0.68 1.232
P -4.44 -1.56 -0.92 0.039
C -3.03 -2.76 -1.02 -0.466
C -3.25 -4.01 -0.11 -1.181
C -5.39 -1.67 -2.51 -0.576
C -6.37 -2.87 -2.38 -1.133
O -4.50 1.03 -1.65 -0.361
C -5.23 2.11 -1.12 -0.495
C -4.42 2.97 -0.14 -0.686
N -4.13 2.12 1.08 0.470
S -2.71 2.72 1.96 1.042
O -1.58 1.95 1.65 -0.352
O -2.57 4.10 1.71 -0.543
F -3.10 2.53 3.45 -0.176
C -4.09 0.63 0.81 -2.103
O -5.29 0.05 1.22 -0.234
C -5.35 -0.17 2.64 -0.268
C -6.59 -1.06 2.89 0.130
C -7.29 -0.74 4.22 -1.346
O -6.26 -2.44 2.84 -0.523
H 10.12 -4.12 0.00 0.310
H 9.42 -3.62 1.54 0.347
H 11.18 -3.52 1.29 0.357
H 10.27 -1.25 1.08 0.332
H 10.87 -1.82 -0.49 0.297
H 7.94 -2.11 0.30 0.333
H 8.70 -2.31 -1.32 0.377
H 9.43 0.25 -0.72 0.424
H 8.02 -0.14 -1.70 0.441
H 7.40 -0.21 1.22 0.375
H 8.10 1.37 0.73 0.300
H 6.37 1.67 -0.94 0.270
H 5.67 0.07 -0.56 0.249
H 5.48 0.84 1.85 0.432
H 5.72 2.54 1.30 0.370
H 3.32 1.90 1.49 0.256
H 3.63 0.51 0.37 0.410
H 4.60 3.01 -0.79 0.479
H 3.00 3.37 -0.22 0.509
H 2.67 2.73 -2.47 0.305
H 3.94 1.52 -2.52 0.389
H 2.41 -0.06 -1.21 0.523
H 1.80 0.50 -2.74 0.484
H 0.85 2.31 -0.59 0.334
H 0.34 0.62 -0.34 0.178
H -0.35 0.60 -2.82 0.487
H -0.12 2.34 -2.82 0.326
H -1.60 2.43 -0.73 -0.110
H -2.38 2.14 -2.30 0.498
H -2.00 -0.41 -1.79 0.974
H -1.72 0.01 -0.12 0.371
H -2.05 -2.35 -0.76 0.331
H -3.02 -3.15 -2.05 0.467
H -2.57 -3.93 0.74 0.346
H -4.28 -4.10 0.23 0.262
H -2.93 -4.91 -0.65 0.367
H -5.99 -0.77 -2.69 0.322
H -4.66 -1.81 -3.32 0.444
H -5.89 -3.81 -2.66 0.301
H -7.23 -2.65 -3.02 0.378
H -6.71 -2.92 -1.34 0.334
H -6.13 1.73 -0.61 0.291
H -5.57 2.72 -1.95 0.556
H -3.55 3.46 -0.56 0.309
H -5.09 3.77 0.20 0.509
H -4.91 2.28 1.74 0.665
H -3.31 0.14 1.42 0.789
H -5.59 0.80 3.12 0.135
H -4.44 -0.63 3.05 0.252
H -7.31 -0.88 2.09 0.245
H -8.31 -1.13 4.19 0.362
H -7.38 0.34 4.40 0.375
H -6.77 -1.21 5.06 0.347
H -5.65 -2.62 3.57 0.377